DFT (wB97M-V/def2-TZVPD) results for an isolated ion of composition C10H14Cl2NO2 and charge +1.

```
29
Properties=species:S:1:pos:R:3:lowdin_charge:R:1
C -1.7452 -2.2247 1.5267 0.0950
C -0.6095 -1.8045 0.8903 -0.1492
C -0.0731 -0.4728 1.0534 -0.1854
N 0.3970 0.2265 -0.1576 -0.1225
C -0.8196 0.2446 -1.1229 -0.0835
C -2.0820 0.6958 -0.5460 -0.1873
C -3.1820 -0.0699 -0.6058 0.0454
C 0.7599 1.7370 0.3120 -0.4033
C 1.5442 2.5215 -0.7530 0.0538
O 0.3467 2.0254 1.3504 0.1830
C 1.5133 -0.4930 -0.7439 -0.4286
O 1.4729 -0.9618 -1.8188 0.1785
C 2.8525 -0.8780 0.2499 -0.9413
Cl 4.2435 -1.1490 -0.8018 0.6754
Cl 3.0547 0.4970 1.3475 0.7336
H -2.0826 -3.1442 1.1999 0.0455
H -2.4039 -1.5883 2.1534 0.0993
H 0.0040 -2.4370 0.3992 0.0791
H 0.9013 -0.6096 1.6276 0.1101
H -0.7608 0.3235 1.6010 0.1853
H -0.4165 1.0469 -1.7870 0.1541
H -0.9718 -0.7676 -1.3768 0.1189
H -2.2401 1.7682 -0.3013 0.1327
H -4.1388 0.4174 -0.3131 0.0823
H -3.3649 -1.0946 -1.1827 0.1374
H 0.9286 3.1543 -1.3287 0.0885
H 1.8994 1.7852 -1.5189 0.1081
H 2.3186 3.0512 -0.2272 0.0997
H 2.6541 -1.7995 0.8739 0.0952
```

## Properties
frontier orbital gap = 9.48 eV
energy relative to the best compared isomer or geometry (same formula, charge and spin) = 101.9 kcal/mol
net charge = +1
structure (SMILES) = C=CC[N+](CC=C)(C(C)=O)C(=O)C(Cl)Cl

---

DFT (wB97M-V/def2-TZVPD) results for C10H14Cl3FeN2OTe4 as an isolated structure.

```
35
Properties=species:S:1:pos:R:3:lowdin_spin:R:1
Fe 1.2961 0.7850 0.8774 3.2513
Cl -0.0300 3.6343 -5.9865 0.0002
C 0.5912 3.1756 -4.4322 0.0005
C -0.1004 2.2459 -3.6726 0.0001
C 0.4160 1.9063 -2.4446 0.0005
Cl -0.3596 0.7320 -1.4482 0.0164
C 1.5966 2.4566 -1.8917 0.0017
O 1.9995 2.1202 -0.7350 0.0245
C 2.2600 3.3837 -2.7340 0.0015
Cl 3.7444 4.0855 -2.1752 0.0007
C 1.7745 3.7381 -3.9722 -0.0001
H -1.0147 1.8020 -4.0307 0.0001
H 2.3167 4.4512 -4.5746 0.0000
Te 1.7201 -0.0433 2.9762 0.1539
Te 2.5846 -0.7248 5.4661 0.1168
Te 5.2953 2.3951 3.3338 0.1931
Te 3.2920 1.7322 1.6939 0.2061
C -2.5190 -2.3029 0.2097 0.0004
C -1.4338 -2.3277 1.2987 0.0013
C -2.0524 -2.4143 2.6984 0.0005
C -0.5026 -3.5232 1.0791 0.0002
N -0.5617 -1.1509 1.2403 0.0052
N -1.1136 0.1448 1.4734 0.0196
H -3.1143 -3.2111 0.2469 0.0001
H -2.0636 -2.2377 -0.7791 0.0000
H -3.1962 -1.4565 0.3287 0.0000
H -2.5486 -3.3741 2.8183 0.0001
H -2.7901 -1.6317 2.8701 0.0002
H -1.2742 -2.3312 3.4561 0.0001
H -1.0583 -4.4543 1.1400 0.0000
H 0.2766 -3.5251 1.8387 0.0005
H -0.0331 -3.4686 0.0966 0.0000
H -0.0939 -1.1351 0.3234 0.0008
H -1.3297 0.2134 2.4691 0.0035
H -1.9738 0.3106 0.9416 0.0002
```

## Properties
frontier orbital gap (alpha / beta) = 5.39 / 5.12 eV
2S+1 = 5
energy relative to the best compared isomer or geometry (same formula, charge and spin) = 128.9 kcal/mol
net charge = -1